Entry 1:
{"formula": "C16H42B3F3O18S5", "method": "ωB97M-V with the def2-TZVPD basis set", "smiles": "FC(F)(F)B1OBOBO1.CCOS(C)(=O)=O.CCOS(C)(=O)=O.CCOS(C)(=O)=O.CCOS(C)(=O)=O.CCOS(C)(=O)=O", "total_charge": 0, "energy_ev": -118487.4466, "lumo_energy_ev": -0.96, "e_homo_ev": -10.575, "species": ["F", "C", "F", "F", "B", "O", "B", "O", "B", "O", "H", "H", "C", "C", "O", "S", "C", "O", "O", "H", "H", "H", "H", "H", "H", "H", "H", "C", "C", "O", "S", "C", "O", "O", "H", "H", "H", "H", "H", "H", "H", "H", "C", "C", "O", "S", "C", "O", "O", "H", "H", "H", "H", "H", "H", "H", "H", "C", "C", "O", "S", "C", "O", "O", "H", "H", "H", "H", "H", "H", "H", "H", "C", "C", "O", "S", "C", "O", "O", "H", "H", "H", "H", "H", "H", "H", "H"], "positions_angstrom": [[-1.70913, 0.10523, -2.20832], [-2.75787, 0.84380, -2.99537], [-2.60508, 0.33389, -4.40693], [-2.48142, 2.32246, -3.05921], [-4.29113, 0.59553, -2.45710], [-5.38144, 1.61177, -2.43302], [-6.49784, 0.98096, -3.16122], [-6.54127, -0.38140, -3.72115], [-5.52020, -1.27262, -3.13812], [-4.69439, -0.77466, -1.98104], [-7.46389, 1.66283, -3.35678], [-5.26466, -2.36599, -3.55400], [0.34326, 1.21857, 4.09128], [1.02035, 1.06286, 2.74126], [0.08071, 1.12581, 1.67398], [-0.57789, 2.57081, 1.30112], [-1.37966, 2.08724, -0.20626], [0.48648, 3.50001, 0.98027], [-1.60411, 2.87738, 2.27201], [-0.10125, 2.21174, 4.19956], [1.06170, 1.08713, 4.90506], [-0.46422, 0.48813, 4.20538], [1.80780, 1.81168, 2.60440], [1.50078, 0.07936, 2.69620], [-0.62466, 1.81755, -0.94602], [-1.96116, 2.94294, -0.55669], [-2.04645, 1.24807, 0.00021], [0.92884, 6.01221, 6.41455], [2.14673, 5.45971, 7.13340], [1.77630, 4.61365, 8.21642], [1.16865, 3.13802, 7.87865], [1.18617, 2.48771, 9.52961], [2.13430, 2.40632, 7.08406], [-0.21115, 3.28599, 7.47370], [0.35731, 5.21433, 5.93243], [1.22391, 6.72341, 5.63815], [0.25672, 6.51119, 7.12014], [2.80874, 4.92927, 6.44064], [2.72094, 6.29364, 7.55168], [2.21830, 2.39862, 9.87133], [0.71367, 1.50336, 9.49860], [0.61223, 3.15187, 10.17841], [1.29873, -0.79524, -4.27636], [0.51832, -0.89504, -5.57493], [0.85250, -2.07516, -6.29715], [0.31598, -3.50953, -5.73543], [0.76665, -4.49988, -7.13721], [-1.12952, -3.46509, -5.64724], [1.14562, -3.91145, -4.62192], [1.02880, -1.60147, -3.58874], [1.09481, 0.15276, -3.77101], [2.37420, -0.87640, -4.46440], [-0.56072, -0.84860, -5.39309], [0.77434, -0.03976, -6.20980], [0.17665, -4.19156, -8.00140], [0.55033, -5.54061, -6.88572], [1.83500, -4.38080, -7.32671], [-4.39776, -1.05495, 7.47363], [-5.41411, -0.02623, 7.01100], [-4.78218, 1.15963, 6.54154], [-4.01003, 1.11376, 5.10542], [-3.71303, 2.85511, 4.93700], [-4.95104, 0.70494, 4.08239], [-2.73319, 0.46037, 5.28578], [-3.78146, -1.40544, 6.64115], [-4.89537, -1.92690, 7.90693], [-3.72121, -0.62249, 8.21784], [-6.07435, -0.44010, 6.24137], [-6.04681, 0.25472, 7.86004], [-4.66627, 3.37530, 4.83340], [-3.10662, 2.99837, 4.03983], [-3.16489, 3.20763, 5.81263], [6.67762, -4.21557, -5.64203], [5.88878, -3.44839, -6.68818], [6.24027, -3.85018, -8.00764], [5.73672, -5.30853, -8.53724], [6.19539, -5.11664, -10.24067], [4.29139, -5.36260, -8.45167], [6.58316, -6.32900, -7.96112], [6.42924, -5.28031, -5.66031], [6.45918, -3.84208, -4.63781], [7.75292, -4.13057, -5.82937], [4.81056, -3.55543, -6.52846], [6.12272, -2.38197, -6.59800], [5.59241, -4.32628, -10.68981], [6.00169, -6.06818, -10.74089], [7.25961, -4.88054, -10.29687]], "atomic_forces_ev_per_a": [[-3.3201, 2.7026, -2.7708], [2.9622, 0.5389, -1.6518], [-0.5120, 1.6576, 4.3998], [-0.2991, -4.8367, 0.2581], [-3.3290, -1.1587, 2.1047], [1.3977, -4.3094, -2.3166], [0.2807, -0.4371, 0.0134], [3.2216, 0.9297, 2.8520], [-0.4139, 1.7904, 1.0436], [0.0180, 2.7550, -4.4957], [0.3716, -0.2078, 0.1202], [-0.4495, 0.3728, 0.1477], [-0.1855, 0.0823, 0.1225], [0.6401, 0.0838, 1.1831], [-0.8692, 0.9178, -1.0291], [0.4258, -0.7450, -0.1080], [0.1236, -0.0296, 0.1528], [-0.9396, -0.5537, 0.6605], [0.7930, 0.2091, -0.5193], [0.0909, -0.1203, 0.0279], [-0.0039, -0.0170, -0.1371], [0.1636, 0.1068, -0.0103], [-0.1553, 0.0047, -0.1410], [-0.2594, 0.1381, -0.3703], [-0.0969, 0.0693, 0.2470], [0.1689, -0.0087, 0.1676], [0.1853, 0.1014, 0.0982], [-0.3002, -0.1151, -0.1667], [0.0681, 0.6623, -0.9798], [-0.3517, -1.2549, 0.4681], [0.2057, 0.3327, 0.1851], [0.0821, 0.1562, 0.0942], [-0.9830, 0.7037, 0.3087], [1.0849, -0.2563, -0.0504], [0.1043, 0.1098, 0.0399], [0.0689, -0.0346, 0.1444], [0.1560, -0.0157, -0.0822], [-0.1023, -0.0979, 0.1393], [-0.0814, -0.3700, 0.2649], [-0.1293, 0.0585, -0.1033], [0.0533, 0.1581, -0.1662], [0.0849, -0.0544, -0.1523], [0.0489, -0.1941, 0.3032], [-0.2080, 0.8261, 0.7763], [-0.1620, -1.2763, -0.2275], [0.1063, 0.2076, -0.3864], [0.0903, 0.1841, -0.0883], [1.1743, 0.0928, 0.3593], [-0.8959, 0.3243, -0.5497], [0.0126, 0.1281, -0.0936], [0.0057, -0.0212, -0.1577], [-0.1484, 0.0827, -0.0159], [0.1137, -0.1639, -0.0578], [-0.0108, -0.4108, -0.1878], [0.0668, 0.0201, 0.1636], [-0.0140, 0.2042, 0.1071], [-0.1247, -0.0182, 0.0406], [0.2893, -0.1970, -0.1211], [-0.2443, -0.9721, 0.3136], [0.4750, 0.5503, -0.8769], [-0.0897, 0.5215, 0.1733], [-0.0896, 0.0296, 0.1656], [0.8392, -0.1494, 0.8638], [-1.0783, 0.0707, -0.3291], [-0.1065, 0.0506, 0.1103], [-0.0523, 0.1498, 0.0140], [-0.1575, -0.0456, -0.0626], [0.1298, 0.1328, -0.0468], [0.1640, 0.3226, -0.2619], [0.0790, -0.1547, 0.0548], [-0.0479, -0.2081, 0.0717], [-0.0569, -0.1304, -0.0772], [0.0675, -0.3422, 0.1021], [-0.1843, 0.1204, 1.1912], [-0.1965, -0.8876, -1.1090], [0.2737, 0.4503, 0.0634], [0.0526, 0.1890, 0.0050], [1.0954, -0.1326, 0.2925], [-0.9837, 0.6173, -0.2848], [0.0112, 0.1635, 0.0163], [0.0006, 0.0836, -0.1490], [-0.1611, 0.0689, 0.0370], [0.0802, -0.0744, -0.1401], [-0.0090, -0.1933, -0.4214], [0.0732, -0.0897, 0.1287], [-0.0330, 0.0811, 0.2150], [-0.1649, -0.0292, 0.0830]]}


Entry 2:
{"formula": "C16H42BClNbO5S", "method": "ωB97M-V with the def2-TZVPD basis set", "total_charge": -1, "energy_ev": -53088.0409, "lumo_energy_ev": 2.00, "e_homo_ev": -3.867, "species": ["C", "C", "C", "C", "C", "C", "C", "Nb", "S", "Cl", "B", "C", "O", "H", "H", "H", "H", "H", "H", "H", "H", "H", "H", "H", "H", "H", "H", "H", "H", "H", "H", "H", "H", "H", "H", "C", "O", "C", "C", "O", "C", "H", "H", "H", "H", "H", "H", "H", "H", "H", "H", "C", "O", "C", "C", "O", "C", "H", "H", "H", "H", "H", "H", "H", "H", "H", "H"], "positions_angstrom": [[0.72583, -2.81542, -0.82437], [0.43822, -4.32366, -1.40287], [0.38119, -5.49604, -0.22881], [1.72674, -5.30948, 0.69186], [2.21132, -6.67481, 1.48044], [2.83440, -6.26088, 2.93880], [4.43041, -5.89099, 2.93786], [4.92269, -3.68228, 2.68446], [6.78256, -3.96907, 4.42366], [5.56246, -1.25472, 2.34284], [3.58284, -3.01019, 4.40528], [1.95130, -2.76160, 4.12963], [4.03002, -2.75297, 5.81205], [1.77167, -2.43987, -1.23770], [-0.09272, -2.07058, -1.24499], [0.67628, -2.73479, 0.34985], [-0.54511, -4.30550, -2.05124], [1.36699, -4.59093, -2.10284], [-0.63507, -5.42031, 0.38030], [0.49935, -6.55175, -0.77337], [2.63279, -4.97049, 0.02480], [1.50755, -4.48779, 1.50646], [1.21038, -7.28373, 1.70819], [2.87864, -7.39451, 0.83886], [2.13133, -5.44720, 3.40037], [2.71687, -7.22373, 3.63450], [4.94889, -6.45748, 2.02452], [4.99622, -6.30039, 3.90326], [6.19937, -4.10602, 1.43485], [3.64155, -3.41345, 1.41666], [7.59423, -2.81742, 4.35931], [1.53955, -1.80112, 4.65704], [1.33755, -3.71408, 4.49836], [1.74098, -2.68660, 2.97153], [4.41056, -3.64819, 6.10800], [0.40510, 1.76140, -0.30643], [-0.52518, 0.87666, -0.91454], [-1.82261, 0.95813, -0.31500], [-2.77527, 1.81038, -1.16009], [-2.35660, 3.17835, -1.19585], [-1.67120, 3.50210, -2.40110], [1.27634, 1.85094, -0.96308], [-0.01397, 2.76179, -0.15428], [0.73127, 1.35288, 0.65385], [-1.75520, 1.34031, 0.71047], [-2.21609, -0.06267, -0.26619], [-3.76683, 1.79246, -0.69582], [-2.87312, 1.40625, -2.17464], [-2.39280, 3.61596, -3.21312], [-0.93167, 2.74307, -2.67012], [-1.15345, 4.45359, -2.25498], [-5.91053, 7.73950, -4.21509], [-5.85870, 7.59796, -2.80255], [-5.10665, 6.44826, -2.40001], [-3.69187, 6.83447, -1.95580], [-2.92492, 7.34733, -3.04972], [-2.86129, 8.76970, -3.04483], [-6.25431, 8.75230, -4.44817], [-4.93040, 7.59409, -4.68172], [-6.62312, 7.02330, -4.63305], [-5.07863, 5.70030, -3.20124], [-5.63257, 6.00556, -1.54757], [-3.17836, 5.93499, -1.60039], [-3.71944, 7.55340, -1.12841], [-2.15119, 9.10159, -2.28414], [-3.83817, 9.22431, -2.85926], [-2.50639, 9.09943, -4.02467]], "atomic_forces_ev_per_a": [[-0.3326, 0.5179, -0.4735], [0.4576, -0.2217, 0.0507], [1.0256, 0.2541, -0.8999], [0.0690, -0.4524, 0.1460], [-1.5895, 0.4623, 0.6168], [0.0016, -1.7321, 0.3573], [0.0958, -0.8195, -0.2744], [1.0909, -0.4033, -1.2926], [0.7025, 0.9272, -0.1104], [-0.5547, -1.0276, 0.2417], [-1.1383, 0.9223, 3.6682], [-0.6741, 0.0202, -0.6226], [-1.0757, -2.5541, -1.6687], [-2.2030, -0.7249, 1.2158], [1.7102, -1.4641, 0.8548], [0.2958, -0.2633, -2.4150], [1.9637, -0.1986, 1.2560], [-2.1758, 0.4394, 1.3926], [2.2559, -0.3024, -1.1725], [-0.6488, 2.1973, 1.1964], [-1.9648, -0.3687, 1.2552], [0.6489, -1.6213, -1.7143], [2.0525, 1.1596, -0.4232], [-1.0317, 1.6121, 1.2423], [1.4916, -1.4165, -0.9071], [0.1373, 1.9723, -1.3626], [-1.0936, 1.1703, 1.8253], [-1.3609, 0.8355, -1.8822], [0.5588, -0.0036, -0.1696], [0.2206, -0.0661, 0.0993], [-1.0737, -1.2324, -0.1236], [0.6488, -1.7678, -0.8434], [1.2808, 1.9928, -0.5308], [0.2874, -0.0286, 2.2402], [-0.0897, 2.2202, -0.7690], [0.2146, -0.0268, -0.0610], [-0.4694, 0.3710, 0.2331], [0.1548, -0.1421, -0.6512], [0.2048, 0.2177, 0.5691], [0.1123, -0.3307, -0.2970], [0.0080, 0.1132, 0.1947], [-0.1730, -0.1469, 0.0797], [-0.0394, -0.1038, -0.0180], [0.0525, 0.0723, 0.0453], [-0.0209, 0.0699, -0.1361], [-0.0149, 0.0334, 0.0111], [0.0202, -0.0276, -0.0043], [0.1301, 0.0048, 0.0868], [0.0150, 0.0005, -0.1710], [-0.0713, -0.0044, 0.0546], [-0.1306, -0.0771, 0.0394], [-0.0513, 0.1691, 0.0676], [0.3218, -0.2463, -0.2659], [0.0841, 0.4836, 0.4222], [-0.0203, -0.4016, -0.4938], [-0.3461, 0.3102, 0.2446], [0.0855, -0.2030, -0.1559], [-0.0027, -0.1555, 0.1447], [-0.0695, -0.0295, 0.0942], [0.0093, -0.0423, -0.1243], [0.0982, 0.1161, 0.0310], [0.0564, -0.0020, -0.0346], [-0.0803, 0.0178, 0.0197], [-0.1027, -0.0134, -0.1235], [0.0026, 0.1379, 0.0690], [0.0214, -0.0651, 0.0268], [0.0123, -0.1336, 0.1002]]}


Entry 3:
{"formula": "C16H42BN4O5S2", "method": "ωB97M-V with the def2-TZVPD basis set", "total_charge": -1, "energy_ev": -55820.4303, "lumo_energy_ev": 2.37, "e_homo_ev": -5.443, "species": ["C", "C", "C", "C", "S", "O", "O", "N", "S", "O", "O", "B", "N", "O", "H", "H", "H", "H", "H", "H", "H", "H", "H", "H", "H", "H", "C", "C", "N", "C", "C", "C", "C", "H", "H", "H", "H", "H", "H", "H", "H", "H", "H", "H", "H", "H", "H", "H", "C", "C", "N", "C", "C", "C", "C", "H", "H", "H", "H", "H", "H", "H", "H", "H", "H", "H", "H", "H", "H", "H"], "positions_angstrom": [[8.04977, -4.60425, 2.54815], [7.08186, -3.62309, 1.88431], [6.46310, -2.62857, 2.89164], [5.05147, -2.17143, 2.51270], [3.86653, -2.38226, 3.85362], [3.78018, -1.09416, 4.50271], [4.34270, -3.46832, 4.68624], [2.57630, -2.82532, 3.01096], [1.14049, -2.33663, 3.50337], [0.76137, -1.03240, 2.97170], [0.87657, -2.51165, 4.93120], [-0.04619, -3.54934, 2.69840], [0.33336, -4.61067, 1.77900], [-1.34382, -3.35248, 3.07754], [9.01556, -4.12610, 2.72067], [8.23109, -5.46879, 1.90958], [7.65698, -4.93020, 3.50906], [7.61905, -3.05129, 1.12409], [6.27805, -4.16112, 1.38130], [6.46600, -3.08736, 3.87721], [7.12015, -1.75835, 2.94591], [4.68410, -2.68742, 1.62989], [5.02103, -1.10387, 2.30471], [0.98832, -5.25172, 2.20481], [0.74023, -4.26529, 0.92066], [-1.33593, -3.19245, 4.02908], [-3.83400, 1.38089, -1.02006], [-4.70759, 0.71208, 0.03007], [-4.46255, -0.71067, 0.14192], [-5.47705, -1.41562, 0.90017], [-5.64148, -1.07150, 2.38576], [-3.08059, -1.08890, 0.41939], [-2.40817, -0.51243, 1.66706], [-3.92138, 0.86828, -1.97958], [-4.14842, 2.41747, -1.15801], [-2.78324, 1.39343, -0.72833], [-5.75642, 0.84573, -0.25345], [-4.57632, 1.24415, 0.98656], [-5.28728, -2.48799, 0.80394], [-6.43708, -1.24090, 0.40002], [-4.81809, -1.45536, 2.98525], [-6.56049, -1.52428, 2.76638], [-5.71414, 0.00449, 2.54878], [-2.47821, -0.81361, -0.45129], [-3.03528, -2.18011, 0.45792], [-2.55780, 0.56615, 1.75633], [-1.33265, -0.68349, 1.62662], [-2.76138, -0.98639, 2.58002], [1.38555, 4.86113, -5.35129], [0.11511, 4.02956, -5.25170], [-0.11721, 3.50877, -3.91982], [-1.12887, 2.46866, -3.86916], [-2.56689, 2.84053, -4.24949], [-0.16417, 4.49650, -2.85614], [-1.19180, 5.63004, -2.97191], [2.24042, 4.30487, -4.96510], [1.58318, 5.11160, -6.39470], [1.30701, 5.79863, -4.79961], [0.20739, 3.17331, -5.92538], [-0.73027, 4.62872, -5.62997], [-1.12500, 2.03833, -2.86471], [-0.79845, 1.66167, -4.53118], [-3.04854, 3.44530, -3.48242], [-3.16053, 1.93094, -4.35922], [-2.61467, 3.37743, -5.19820], [0.82834, 4.94639, -2.76963], [-0.31501, 3.96564, -1.91377], [-1.18333, 6.09038, -3.96143], [-0.95531, 6.41194, -2.24737], [-2.20568, 5.29280, -2.76172]], "atomic_forces_ev_per_a": [[0.0462, 0.2664, -0.2612], [-0.0641, 0.2132, 0.3361], [0.3791, 0.0086, -0.4017], [0.3245, 0.1197, 0.0472], [0.2027, -0.3087, -0.2062], [-0.2208, 0.1178, 0.0297], [0.0102, -0.1414, -0.0631], [-0.0742, 0.3933, 0.5295], [-0.3390, -0.0587, -0.1189], [0.1426, 0.0772, -0.0883], [0.0906, -0.0279, 0.1610], [0.0079, -0.1629, -0.2630], [-0.6941, 0.1626, -0.2858], [0.2549, -0.9377, 0.1708], [0.0265, 0.0010, 0.1341], [0.0092, -0.0936, 0.0484], [-0.0244, -0.1711, 0.0060], [-0.0906, -0.1137, -0.2119], [-0.0059, -0.1214, 0.0169], [-0.2114, -0.0129, 0.0845], [0.0011, 0.0362, 0.1557], [-0.1279, -0.1620, 0.0933], [-0.0913, 0.0197, -0.0481], [0.2766, 0.1020, -0.0212], [0.2896, -0.0328, 0.0215], [-0.1408, 0.7993, 0.1151], [-0.0048, 0.0760, -0.0264], [0.0485, 0.0873, 0.0536], [-0.0288, -0.0945, -0.0704], [-0.1652, -0.0688, 0.0134], [-0.0273, -0.0820, 0.0280], [0.2342, 0.0039, -0.0257], [0.0002, -0.0082, -0.0312], [0.0161, -0.0359, 0.0139], [0.0034, 0.0028, 0.0096], [0.0037, -0.0146, 0.0002], [-0.0203, -0.0585, 0.0317], [-0.0065, 0.0213, -0.0196], [0.0747, 0.0095, 0.0061], [0.0254, 0.0677, -0.0105], [0.0321, 0.0480, -0.0086], [-0.0008, 0.0015, -0.0150], [0.0143, 0.0115, -0.0102], [-0.0565, 0.0413, -0.0177], [-0.0833, -0.0038, 0.0476], [-0.0277, -0.0013, -0.0339], [0.0252, -0.0095, 0.0528], [-0.0206, 0.0496, 0.0228], [0.0084, 0.0043, -0.0372], [0.0090, 0.1004, -0.0323], [-0.0400, -0.0538, 0.0211], [-0.0423, -0.1861, -0.0233], [-0.0322, -0.0531, 0.0423], [0.1019, 0.1385, 0.1007], [-0.0180, 0.0029, 0.0791], [-0.0092, -0.0033, 0.0325], [-0.0080, 0.0067, -0.0016], [0.0028, -0.0011, 0.0097], [-0.0459, -0.0399, 0.0298], [0.0159, -0.0053, -0.0231], [0.0072, 0.0645, 0.0335], [0.0349, 0.0519, -0.0454], [0.0048, 0.0444, -0.0272], [0.0055, -0.0079, 0.0077], [0.0267, 0.0210, 0.0048], [0.0027, -0.0069, -0.0543], [-0.0510, -0.0607, -0.0340], [0.0149, -0.0127, -0.0121], [0.0109, -0.0069, 0.0059], [-0.0125, -0.0125, -0.0672]]}